1.
50
Properties=species:S:1:pos:R:3:forces:R:3 method="wB97M-V/def2-TZVPD" charge=0 e_homo_ev=-8.01
C 0.8736 4.8472 -3.5085 -3.5404 -1.1376 -0.0933
C 0.0183 4.3089 -2.3080 1.1309 -0.4655 -0.1379
C 0.9305 3.7471 -1.1953 -0.4156 0.1427 0.6815
C 1.4513 2.2935 -1.3451 1.7153 1.5240 -1.5157
C 2.8142 1.8867 -0.6898 0.5076 3.7755 -1.7655
C 3.2170 0.5523 -1.1288 0.3375 -1.3288 -0.7951
C 2.2958 -0.4919 -0.6935 -0.5767 -3.2455 -0.2809
C 2.1810 -0.7017 0.7692 -0.1246 -1.2167 0.8006
C 1.5502 -2.0539 1.1048 -1.9337 -0.8711 -0.8852
C 0.6342 -2.0465 2.3598 2.1322 -1.9280 0.6005
C -0.8009 -1.5716 2.0682 0.0202 1.7396 1.3137
C -1.7763 -2.5521 1.4041 1.5891 -2.1774 -0.6094
C -1.7583 -3.8720 2.2183 -0.8724 0.0897 0.6747
N -3.1401 -1.9868 1.2025 0.1664 3.6851 -2.7132
C -4.0942 -2.5684 0.2633 -0.0061 -5.0562 0.0377
C -3.0762 -0.6490 0.5628 -0.2574 2.4966 -0.7359
O -3.6745 -1.6893 2.3132 -2.4745 -0.5907 5.2815
H 1.4902 4.0700 -3.9914 -0.0855 0.6476 0.3365
H 1.3023 5.7723 -3.2554 1.3404 0.8542 0.3766
H 0.0219 5.1436 -4.1579 0.9146 -0.1942 -0.5964
H -0.6196 5.0975 -1.8675 0.4998 -0.0647 -0.3587
H -0.6972 3.5565 -2.6641 0.2272 -0.0812 0.0038
H 0.2607 3.7983 -0.2898 1.3186 0.0998 -0.2906
H 1.7995 4.4319 -1.1722 -0.4494 -0.1234 0.6315
H 0.7233 1.7137 -0.8920 -1.6433 -1.6186 0.2443
H 1.5846 2.1020 -2.4592 -0.4857 -0.1900 1.2543
H 3.6145 2.4907 -1.2244 -0.8945 0.2151 0.9114
H 2.8656 2.1853 0.3633 -0.0403 -0.6137 -0.0333
H 3.1984 0.5033 -2.2310 0.3825 0.3781 0.2351
H 4.2175 0.2769 -0.7904 0.1533 0.1723 -0.0520
H 1.2632 -0.3851 -0.9744 -0.4981 0.6198 -0.7542
H 2.5214 -1.4883 -1.1727 0.2906 0.8212 0.3548
H 3.1061 -0.6053 1.3419 0.2490 -0.0484 -0.2089
H 1.5358 0.0188 1.1696 -0.9594 1.5353 0.6633
H 0.9237 -2.5425 0.2757 0.9282 1.0680 0.5558
H 2.3740 -2.7044 1.2098 0.8153 -1.1837 0.4181
H 1.2574 -1.3651 3.0084 -1.4772 -0.3654 0.0481
H 0.7192 -3.1198 2.9083 -0.5468 2.4693 -1.2730
H -1.1757 -1.1909 3.0904 -0.1309 -0.7253 -1.7560
H -0.7315 -0.6816 1.4097 0.2613 -0.3080 0.4797
H -1.4606 -2.8508 0.3821 0.2536 0.4628 0.3519
H -1.7348 -3.6523 3.3260 0.5116 -0.1514 -1.1832
H -2.7652 -4.3334 2.1511 0.7689 -0.3212 -0.4209
H -0.8914 -4.5302 1.8684 -1.4603 0.8118 0.6474
H -3.8271 -2.5593 -0.7654 1.1518 -0.0434 -0.8423
H -5.0533 -2.1298 0.2221 -0.7732 0.9151 1.1303
H -4.2182 -3.6483 0.5622 -0.1251 0.9362 -0.3482
H -4.1180 -0.1827 0.4110 1.5390 -1.2683 0.5045
H -2.5368 0.0433 1.1943 -0.0285 -0.1070 0.2498
H -2.5953 -0.6869 -0.3838 0.5947 -0.0343 -1.1377

2.
8
Properties=species:S:1:pos:R:3:forces:R:3 method="wB97M-V/def2-TZVPD" charge=0 e_homo_ev=-8.11 de_lowest_kj_mol=128.6
N 1.0599 -1.0823 -0.4437 -2.6551 2.3205 -0.7201
N 0.3222 -0.0027 -0.7908 0.1255 -2.9211 -0.7629
S 0.9437 1.3401 -1.2750 0.8806 0.6570 0.2404
H 2.0162 -0.9138 -0.4459 2.2600 -0.3496 -0.1745
H 0.5980 -1.9718 -0.5864 0.2407 0.2867 0.3664
C -1.6795 0.8825 1.1916 0.0826 0.2056 0.0991
N -1.1133 -0.1102 1.0612 -1.1898 0.4878 1.0616
H -2.1472 1.8582 1.2891 0.2555 -0.6871 -0.1099

3.
20
Properties=species:S:1:pos:R:3:forces:R:3 method="wB97M-V/def2-TZVPD" charge=0 e_homo_ev="-6.05 / -6.25" de_lowest_kj_mol=760.8
C 0.7943 -1.1443 -0.2375 -0.4157 -0.6228 0.1645
C 1.4482 -0.9142 -1.5656 -0.0330 0.0095 -0.0605
C -2.7201 1.6296 0.5554 -0.0944 0.8572 0.1476
C -0.5099 0.9867 0.1953 -2.0983 0.5427 0.0825
N 1.6563 -0.8022 0.8594 -0.0206 0.0321 0.0981
N 0.4213 1.8732 0.5183 0.5230 0.2931 0.3005
C -1.1362 -0.0529 -0.0061 2.7539 -1.0430 -0.5439
O 0.3187 -2.4807 -0.2036 0.0621 -0.1455 -0.0517
H -0.1495 -2.6202 0.6282 0.0801 0.0338 -0.1116
H 1.2214 -1.0177 1.7502 -0.0019 -0.0141 -0.0481
H 2.5455 -1.3105 0.8251 -0.1887 0.0705 -0.0823
H 0.8251 2.4123 -0.2389 -0.2467 -0.0894 0.1110
H 1.1280 1.4917 1.1470 -0.1241 0.0396 -0.2965
H -1.8273 -0.7946 -0.3390 -0.2387 0.1598 0.1436
H 1.7584 0.1267 -1.6708 -0.0494 -0.0425 0.0121
H 2.3462 -1.5448 -1.6856 -0.1158 0.0551 0.1010
H 0.7662 -1.1687 -2.3777 0.0140 0.0475 0.0549
H -3.2668 1.6730 -0.3825 0.1152 -0.1017 -0.0326
H -2.4065 2.6107 0.9012 -0.0629 0.0138 0.0363
H -3.2133 1.0466 1.3273 0.1420 -0.0958 -0.0250

Please write out number 2 again, unchanged.
8
Properties=species:S:1:pos:R:3:forces:R:3 method="wB97M-V/def2-TZVPD" charge=0 e_homo_ev=-8.11 de_lowest_kj_mol=128.6
N 1.0599 -1.0823 -0.4437 -2.6551 2.3205 -0.7201
N 0.3222 -0.0027 -0.7908 0.1255 -2.9211 -0.7629
S 0.9437 1.3401 -1.2750 0.8806 0.6570 0.2404
H 2.0162 -0.9138 -0.4459 2.2600 -0.3496 -0.1745
H 0.5980 -1.9718 -0.5864 0.2407 0.2867 0.3664
C -1.6795 0.8825 1.1916 0.0826 0.2056 0.0991
N -1.1133 -0.1102 1.0612 -1.1898 0.4878 1.0616
H -2.1472 1.8582 1.2891 0.2555 -0.6871 -0.1099